Record 1
{
  "formula": "C5H12N2O",
  "method": "ωB97M-V with the def2-TZVPD basis set",
  "species": ["N", "C", "C", "C", "C", "N", "C", "O", "H", "H", "H", "H", "H", "H", "H", "H", "H", "H", "H", "H"],
  "positions_angstrom": [[-2.511, 1.862, 1.200], [-1.547, 1.460, 0.275], [-0.237, 1.451, 0.499], [0.784, 0.893, -0.440], [0.584, -0.595, -0.730], [1.405, -1.027, -1.852], [0.758, -1.464, 0.507], [0.388, -2.820, 0.140], [-3.422, 2.057, 0.816], [-2.233, 2.573, 1.859], [-1.971, 1.143, -0.673], [0.111, 1.869, 1.441], [0.867, 1.332, -1.447], [1.800, 1.014, -0.058], [-0.444, -0.746, -1.034], [1.160, -1.997, -2.042], [2.385, -1.097, -1.588], [0.123, -1.118, 1.311], [1.787, -1.484, 0.856], [0.213, -3.303, 0.960]],
  "mulliken_charge": [-0.51, 0.16, -0.56, -0.83, 0.12, -0.71, -0.64, -0.52, 0.23, 0.21, 0.31, 0.24, 0.31, 0.35, 0.29, 0.32, 0.26, 0.40, 0.28, 0.30],
  "smiles": "N/C=C/C[C@@H](N)CO",
  "gap_ev": 9.08
}

***

Record 2
{
  "formula": "CHN3O",
  "method": "ωB97M-V with the def2-TZVPD basis set",
  "species": ["N", "N", "O", "C", "N", "H"],
  "positions_angstrom": [[1.074, -1.212, 1.085], [0.417, -0.378, 1.503], [-0.337, 0.515, 1.159], [-0.348, 0.331, -1.054], [0.220, -0.399, -1.756], [-1.027, 1.144, -0.937]],
  "mulliken_charge": [-0.26, 0.72, -0.48, 0.09, -0.36, 0.29],
  "smiles": "N#[N+][O-].C#N",
  "gap_ev": 10.61
}

***

Record 3
{
  "formula": "C4H11OP",
  "method": "ωB97M-V with the def2-TZVPD basis set",
  "species": ["C", "C", "C", "C", "O", "P", "H", "H", "H", "H", "H", "H", "H", "H", "H", "H", "H"],
  "positions_angstrom": [[0.442, 2.082, 1.625], [-0.121, -2.493, -1.238], [-0.638, 1.685, 0.633], [-0.755, -1.088, -0.863], [1.530, 0.555, -1.434], [0.583, 0.065, -0.444], [0.630, 1.381, 2.406], [1.478, 2.189, 1.061], [0.292, 3.059, 2.139], [0.453, -2.772, -0.367], [-0.763, -3.287, -1.260], [0.549, -2.615, -2.212], [-0.828, 2.472, -0.109], [-1.450, 1.045, 1.051], [-1.303, -1.338, 0.045], [-1.318, -0.625, -1.653], [1.219, -0.315, 0.618]],
  "mulliken_charge": [-1.01, -1.30, -0.56, -0.27, -0.64, 0.50, 0.35, 0.24, 0.30, 0.39, 0.43, 0.26, 0.31, 0.32, 0.30, 0.32, 0.04],
  "gap_ev": 9.68
}

***

Calculated ΔE to the lowest compared entry with this formula, charge and spin, 1.899, 4.835, 1.764 eV (same order as the records).